[1]
{
  "formula": "C52H118N12O9",
  "method": "ωB97M-V/def2-TZVPD",
  "orbital_gap_ev": 8.00,
  "max_force_ha_per_bohr": 0.141,
  "total_charge": 0,
  "homo_ev": -7.596,
  "smiles": "CC1(C)CCCC(C)(C)N1O.CC1(C)CCCC(C)(C)N1O.CC1(C)CCCC(C)(C)N1O.CC1(C)CCCC(C)(C)N1O.CC1(C)CCCC(C)(C)N1O.COC[C@H](C)N.NC(N)=O.NC(N)=O.NC(N)=O",
  "total_energy_ev": -92135.650,
  "molar_mass_da": 1055.59,
  "symbols": ["C", "C", "C", "C", "C", "C", "N", "O", "C", "C", "C", "H", "H", "H", "H", "H", "H", "H", "H", "H", "H", "H", "H", "H", "H", "H", "H", "H", "H", "H", "C", "C", "C", "C", "C", "C", "N", "O", "C", "C", "C", "H", "H", "H", "H", "H", "H", "H", "H", "H", "H", "H", "H", "H", "H", "H", "H", "H", "H", "H", "C", "C", "C", "C", "C", "C", "N", "O", "C", "C", "C", "H", "H", "H", "H", "H", "H", "H", "H", "H", "H", "H", "H", "H", "H", "H", "H", "H", "H", "H", "C", "C", "C", "C", "C", "C", "N", "O", "C", "C", "C", "H", "H", "H", "H", "H", "H", "H", "H", "H", "H", "H", "H", "H", "H", "H", "H", "H", "H", "H", "C", "C", "C", "C", "C", "C", "N", "O", "C", "C", "C", "H", "H", "H", "H", "H", "H", "H", "H", "H", "H", "H", "H", "H", "H", "H", "H", "H", "H", "H", "C", "C", "C", "O", "C", "N", "H", "H", "H", "H", "H", "H", "H", "H", "H", "H", "H", "C", "O", "N", "N", "H", "H", "H", "H", "C", "O", "N", "N", "H", "H", "H", "H", "C", "O", "N", "N", "H", "H", "H", "H"],
  "positions_angstrom": [[-2.900, -1.743, 6.580], [-3.271, -2.768, 5.394], [-4.705, -2.331, 5.060], [-5.126, -2.958, 3.692], [-4.116, -2.749, 2.536], [-2.625, -3.075, 2.888], [-2.265, -2.774, 4.260], [-0.976, -3.300, 4.691], [-2.626, -4.618, 2.604], [-1.701, -2.336, 1.921], [-3.349, -4.167, 6.056], [-1.873, -1.943, 6.885], [-3.664, -1.832, 7.352], [-2.863, -0.739, 6.158], [-5.387, -2.833, 5.745], [-4.935, -1.266, 5.103], [-6.091, -2.462, 3.583], [-5.533, -3.968, 3.734], [-4.310, -1.809, 2.018], [-4.421, -3.529, 1.837], [-3.237, -5.245, 3.253], [-2.738, -5.079, 1.622], [-1.686, -5.064, 2.930], [-1.708, -1.250, 2.005], [-0.701, -2.771, 1.907], [-2.074, -2.459, 0.904], [-3.987, -4.129, 6.939], [-2.410, -4.479, 6.513], [-3.635, -4.963, 5.368], [-0.435, -2.522, 4.534], [-4.314, 3.893, 1.261], [-5.141, 2.650, 1.133], [-5.943, 2.658, 2.445], [-7.033, 1.609, 2.480], [-7.896, 1.744, 1.200], [-7.234, 2.040, -0.218], [-6.016, 2.763, -0.023], [-5.170, 2.958, -1.135], [-7.038, 0.688, -0.764], [-8.266, 2.744, -1.142], [-4.141, 1.411, 1.087], [-4.943, 4.761, 1.455], [-3.690, 4.167, 0.410], [-3.671, 4.013, 2.133], [-5.188, 2.334, 3.161], [-6.286, 3.652, 2.730], [-7.544, 1.912, 3.394], [-6.664, 0.590, 2.595], [-8.375, 2.715, 1.326], [-8.496, 0.852, 1.021], [-6.265, 0.054, -0.331], [-7.958, 0.105, -0.809], [-6.763, 0.751, -1.817], [-9.223, 2.223, -1.126], [-8.401, 3.668, -0.580], [-7.946, 2.929, -2.168], [-3.536, 1.323, 1.989], [-3.460, 1.620, 0.262], [-4.612, 0.450, 0.884], [-5.122, 3.917, -1.119], [2.625, -2.516, -2.746], [4.075, -2.120, -2.293], [4.631, -1.428, -3.534], [5.725, -0.401, -3.261], [5.523, 0.488, -2.116], [4.965, -0.152, -0.831], [3.871, -1.067, -1.226], [3.355, -1.753, -0.123], [6.111, -0.860, -0.137], [4.273, 0.972, -0.069], [4.906, -3.387, -1.984], [2.173, -3.040, -1.903], [2.428, -3.263, -3.515], [2.119, -1.559, -2.866], [5.005, -2.151, -4.258], [3.803, -1.050, -4.133], [6.019, 0.263, -4.074], [6.613, -0.999, -3.055], [4.891, 1.315, -2.440], [6.486, 0.960, -1.924], [6.519, -0.122, 0.553], [5.710, -1.657, 0.489], [7.026, -1.047, -0.699], [4.929, 1.824, 0.104], [3.348, 1.189, -0.605], [4.031, 0.734, 0.967], [5.017, -3.578, -0.917], [5.987, -3.345, -2.110], [4.467, -4.368, -2.168], [3.602, -1.209, 0.629], [4.395, -5.074, 1.208], [2.897, -5.427, 1.318], [2.226, -4.985, 0.069], [0.745, -5.363, -0.093], [0.621, -6.865, -0.025], [1.472, -7.643, 1.213], [2.727, -6.931, 1.357], [3.571, -7.551, 2.258], [0.553, -7.498, 2.480], [1.622, -9.130, 0.889], [2.378, -4.749, 2.568], [5.083, -5.291, 2.025], [4.435, -3.985, 1.192], [4.722, -5.502, 0.261], [2.142, -3.899, 0.118], [2.639, -5.476, -0.812], [0.240, -5.106, -1.024], [0.045, -4.940, 0.629], [1.078, -7.311, -0.908], [-0.438, -7.119, -0.068], [-0.203, -6.717, 2.395], [-0.066, -8.390, 2.579], [1.162, -7.447, 3.382], [2.361, -9.623, 1.521], [0.675, -9.669, 0.895], [2.003, -9.379, -0.102], [2.765, -5.357, 3.385], [1.305, -4.776, 2.759], [2.818, -3.754, 2.638], [4.048, -8.127, 1.656], [5.490, 4.593, -1.920], [4.406, 5.261, -1.068], [4.862, 5.263, 0.404], [4.153, 6.326, 1.337], [4.257, 7.762, 0.763], [3.874, 7.896, -0.778], [4.197, 6.642, -1.616], [4.094, 6.704, -3.008], [2.372, 8.163, -0.941], [4.628, 9.167, -1.198], [3.118, 4.485, -1.113], [5.798, 3.613, -1.556], [6.379, 5.222, -1.882], [5.058, 4.509, -2.917], [4.882, 4.239, 0.777], [5.898, 5.602, 0.429], [4.638, 6.348, 2.313], [3.100, 6.074, 1.465], [5.205, 8.267, 0.949], [3.648, 8.446, 1.354], [2.058, 8.175, -1.984], [1.833, 7.297, -0.555], [1.889, 8.993, -0.426], [4.463, 9.343, -2.261], [4.256, 10.135, -0.861], [5.715, 9.226, -1.250], [3.192, 3.490, -0.673], [2.743, 4.272, -2.114], [2.299, 5.017, -0.627], [3.142, 6.629, -3.105], [-0.460, 5.743, -5.355], [0.237, 6.292, -4.064], [-0.369, 6.005, -2.644], [-0.554, 4.604, -2.607], [-0.760, 4.005, -1.385], [1.642, 6.106, -4.200], [-0.827, 4.736, -5.161], [-0.026, 5.775, -6.354], [-1.189, 6.543, -5.485], [0.146, 7.378, -4.072], [-1.337, 6.450, -2.416], [0.392, 6.123, -1.873], [0.211, 4.032, -0.890], [-1.138, 2.996, -1.546], [-1.460, 4.617, -0.816], [1.801, 6.354, -5.166], [1.992, 5.159, -4.168], [0.048, -0.326, -0.833], [-0.947, 0.372, -0.698], [0.226, -1.607, -0.867], [1.202, 0.231, -0.682], [-0.612, -2.154, -0.998], [1.177, -1.944, -0.917], [1.500, 1.196, -0.659], [2.053, -0.262, -0.913], [-1.605, -3.757, -3.089], [-1.687, -3.258, -1.984], [-2.576, -4.290, -3.833], [-0.426, -3.752, -3.689], [-3.523, -4.075, -3.555], [-2.369, -4.332, -4.821], [0.403, -3.384, -3.245], [-0.298, -4.442, -4.416], [-4.084, -0.875, -1.993], [-4.373, -1.814, -2.749], [-4.441, 0.400, -2.227], [-3.203, -1.020, -0.996], [-4.372, 0.999, -1.417], [-5.013, 0.562, -3.043], [-2.807, -0.227, -0.512], [-2.792, -1.940, -0.922]],
  "forces_ev_per_a": [[0.96, -0.86, -2.14], [0.62, 0.12, 2.02], [0.11, -2.21, -1.96], [-0.58, 1.44, 0.53], [-1.18, -0.21, 0.79], [-1.20, -1.48, -0.99], [-1.12, 1.57, 1.47], [-1.50, 0.25, -0.65], [1.90, -1.39, 1.13], [-0.33, -0.45, -0.75], [0.50, 0.06, 0.37], [-0.18, -0.19, 0.63], [0.34, 0.03, 0.09], [-0.33, 0.12, 0.06], [0.24, 0.29, 0.53], [0.52, 0.07, -0.24], [-0.03, 0.48, -1.14], [0.95, -0.48, 0.47], [0.46, 0.34, 0.27], [0.25, 0.33, -0.44], [-0.91, 0.69, 0.14], [-0.30, 1.00, -0.51], [0.74, 0.37, -0.04], [0.22, 0.00, 0.67], [0.18, 0.27, 0.25], [-0.08, -0.44, -0.02], [-0.54, -0.05, -0.27], [0.41, 0.18, -0.43], [-0.30, 0.12, 0.06], [0.31, 0.02, 0.11], [0.70, 2.12, -0.15], [0.28, -1.06, 1.30], [1.09, -1.57, -0.35], [-0.04, 0.54, -0.89], [0.52, 1.77, -0.04], [-0.22, -2.00, 0.82], [0.42, 1.61, 1.23], [-0.73, -0.14, -0.74], [0.55, -2.04, -2.33], [0.51, 0.68, 1.75], [-0.69, 0.83, -0.49], [-0.55, 0.09, -0.48], [0.08, -0.34, -0.12], [0.24, -1.04, 0.15], [-0.04, 0.40, 0.46], [-0.21, -0.03, -0.28], [-0.86, -0.68, -0.15], [0.26, 0.06, 0.05], [-1.22, -0.37, 0.45], [-0.59, 0.61, 0.37], [-0.11, 0.17, 0.41], [-0.18, 0.07, 0.32], [0.10, 0.02, -0.02], [0.14, -0.19, -0.07], [-0.39, 0.56, -0.61], [0.21, -0.11, 0.20], [-0.10, 0.14, 0.07], [0.22, -0.07, 0.03], [-0.17, 0.09, 0.17], [0.22, 0.13, -0.55], [0.11, -0.13, 2.04], [-0.26, -0.50, -1.48], [0.03, 0.82, -1.13], [0.89, -1.49, -0.59], [-0.78, 1.25, 0.72], [0.43, -0.19, -1.75], [0.39, -0.55, -2.27], [-0.08, -0.71, 1.07], [0.16, 1.17, 1.61], [0.33, -0.28, 1.02], [0.51, -0.02, 2.60], [-0.09, 0.07, 0.28], [0.97, 0.48, -0.70], [-0.33, -0.32, -0.47], [0.31, -0.44, 0.39], [-0.18, 0.79, 0.36], [-0.32, -0.45, -0.55], [0.35, -0.12, -0.04], [-0.40, 0.08, 0.18], [0.03, 0.09, 0.50], [-0.05, 0.10, 0.50], [0.57, -0.42, -0.23], [-0.60, -0.83, -0.55], [0.01, 0.20, -0.68], [0.56, 0.51, 0.15], [-0.36, -0.47, 0.17], [-0.71, 0.68, 0.65], [-0.04, 0.15, -1.36], [-0.06, 0.26, -1.22], [-0.26, 0.04, 0.44], [-0.39, 0.19, -0.33], [-0.05, -1.99, 1.01], [-2.47, 0.93, -0.81], [-0.46, -1.28, 1.08], [1.53, -1.88, 0.88], [-3.22, 2.28, -0.52], [0.10, 0.98, -2.11], [0.45, -0.44, 0.81], [0.11, -0.89, -0.32], [0.70, -0.25, -0.68], [0.06, -0.58, 0.86], [-0.46, -0.79, 0.12], [-0.03, 0.14, -0.59], [0.51, 0.13, 0.11], [1.09, 0.22, -0.67], [0.86, 0.70, -0.10], [0.68, 0.54, -0.41], [0.36, 0.34, 0.54], [0.02, 0.08, -0.35], [0.03, -0.51, 0.48], [0.52, 0.49, 0.14], [0.07, -0.23, 0.05], [-0.15, 0.31, 0.07], [-0.40, -0.01, 0.56], [-0.06, 0.22, 0.52], [0.18, 0.69, -0.44], [0.31, 0.23, 0.29], [-0.12, 0.35, -0.54], [-0.39, 0.15, 0.16], [0.51, -0.17, 0.38], [-0.31, 0.20, 0.16], [-0.04, 0.80, 0.17], [0.40, 2.19, 0.37], [0.28, -0.21, -1.01], [-0.34, -0.86, -0.79], [0.40, 0.15, 0.50], [1.65, 0.72, 2.95], [0.06, 0.47, 0.98], [-0.82, -0.99, 0.10], [0.10, 0.54, -2.74], [-1.16, -0.73, -0.48], [-0.33, -0.17, 0.13], [-0.06, 0.08, -0.40], [0.58, -0.06, -0.16], [-0.39, 0.07, 0.16], [0.34, -0.12, -0.19], [-0.12, -0.33, 0.09], [-0.08, -0.05, 0.13], [0.64, -0.79, -0.37], [-0.78, -0.17, -0.22], [0.29, 0.33, -0.21], [0.02, -0.26, 0.23], [0.63, 0.43, 0.02], [-0.43, -0.37, -0.53], [-0.23, -0.36, 1.03], [0.17, -0.69, 1.00], [0.18, 0.02, 0.32], [0.19, 0.27, -0.38], [0.11, 0.05, 0.28], [-0.76, -0.03, -1.16], [-1.50, 0.88, 1.52], [-0.77, 0.97, -0.28], [0.89, -2.69, -1.03], [-0.48, -0.64, -2.42], [0.19, 0.53, 0.46], [1.85, -0.10, 0.42], [-0.48, 0.23, -0.19], [1.28, -0.04, 0.51], [-1.28, -0.80, -0.14], [-0.13, 0.33, -0.38], [0.17, 0.70, -0.16], [0.10, 1.31, 0.02], [0.01, -0.49, 0.72], [0.15, 0.03, 0.23], [-0.31, -0.20, 0.46], [0.58, 0.32, -0.02], [-0.50, -0.53, 0.32], [-1.20, 2.58, 1.61], [-1.65, -0.05, -0.40], [-1.61, -3.28, -0.44], [6.54, 3.08, -0.10], [0.51, -0.78, -0.31], [-0.72, -0.32, 0.20], [-1.72, 0.24, 0.00], [-0.26, -0.47, -0.07], [0.24, 1.06, 1.01], [-1.21, -0.24, 1.25], [-1.23, -0.66, -0.45], [2.50, -0.73, -1.99], [0.01, 0.18, -0.02], [-0.46, 0.02, 0.19], [-0.50, -0.15, 0.15], [0.38, 0.30, 0.02], [1.18, -1.10, -1.53], [-0.54, 0.10, 0.09], [0.06, 0.23, -0.03], [-0.70, -0.59, 1.22], [-0.35, 0.56, -0.88], [0.00, 0.27, 0.60], [0.35, -0.42, -0.35], [-0.08, 0.26, -0.08]],
  "lowdin_charge": [-0.03, -0.45, -0.14, -0.17, -0.11, -0.47, -0.07, -0.01, -0.05, -0.03, -0.05, 0.07, 0.08, 0.07, 0.11, 0.11, 0.09, 0.10, 0.10, 0.11, 0.07, 0.09, 0.05, 0.09, 0.07, 0.05, 0.08, 0.08, 0.07, 0.09, -0.06, -0.49, -0.16, -0.16, -0.09, -0.53, -0.09, -0.02, -0.08, -0.01, -0.01, 0.09, 0.07, 0.10, 0.12, 0.12, 0.11, 0.10, 0.11, 0.11, 0.08, 0.09, 0.07, 0.09, 0.08, 0.08, 0.09, 0.06, 0.05, 0.10, -0.05, -0.42, -0.14, -0.19, -0.17, -0.49, -0.11, -0.05, -0.01, -0.02, -0.02, 0.04, 0.09, 0.09, 0.12, 0.11, 0.12, 0.11, 0.12, 0.13, 0.09, 0.08, 0.09, 0.08, 0.06, 0.09, 0.04, 0.09, 0.08, 0.09, -0.03, -0.49, -0.15, -0.19, -0.10, -0.43, -0.13, -0.01, -0.03, -0.05, -0.02, 0.09, 0.06, 0.08, 0.10, 0.13, 0.10, 0.10, 0.10, 0.11, 0.05, 0.07, 0.08, 0.08, 0.08, 0.07, 0.09, 0.07, 0.08, 0.10, -0.03, -0.51, -0.12, -0.15, -0.13, -0.42, -0.10, -0.03, -0.05, -0.07, -0.04, 0.06, 0.09, 0.08, 0.10, 0.11, 0.10, 0.10, 0.10, 0.11, 0.07, 0.06, 0.08, 0.07, 0.08, 0.08, 0.06, 0.08, 0.07, 0.02, -0.04, -0.40, -0.14, -0.23, -0.10, 0.03, 0.07, 0.07, 0.07, 0.12, 0.13, 0.10, 0.07, 0.09, 0.08, 0.09, 0.09, -0.73, 0.02, 0.21, 0.17, 0.06, 0.06, 0.10, 0.05, -0.70, 0.00, 0.18, 0.18, 0.11, 0.11, 0.06, 0.11, -0.69, -0.02, 0.16, 0.17, 0.05, 0.11, 0.05, 0.06]
}

***

[2]
{
  "formula": "C18H11Br2Ir",
  "method": "ωB97M-V/def2-TZVPD",
  "orbital_gap_ev": [6.71, 6.71],
  "max_force_ha_per_bohr": 0.021,
  "e_above_lowest_kj_mol": 0.0,
  "total_charge": 0,
  "homo_ev": [-7.813, -7.813],
  "total_energy_ev": -161766.463,
  "molar_mass_da": 579.31,
  "symbols": ["Ir", "Br", "C", "C", "C", "C", "C", "C", "C", "C", "C", "C", "H", "H", "H", "H", "H", "H", "Br", "C", "C", "C", "C", "C", "C", "C", "C", "H", "H", "H", "H", "H"],
  "positions_angstrom": [[-0.123, -0.085, 0.702], [-0.994, -2.123, -0.652], [0.604, -2.235, -1.699], [0.709, -3.228, -2.620], [1.882, -3.303, -3.399], [2.869, -2.376, -3.233], [2.750, -1.333, -2.281], [3.754, -0.350, -2.137], [3.603, 0.658, -1.229], [2.458, 0.723, -0.411], [1.459, -0.213, -0.504], [1.591, -1.258, -1.464], [-0.090, -3.944, -2.757], [1.980, -4.091, -4.133], [3.765, -2.417, -3.840], [4.635, -0.407, -2.764], [4.370, 1.414, -1.123], [2.368, 1.517, 0.317], [0.822, 0.491, 2.790], [-0.861, 1.428, -0.195], [-1.339, 2.378, -0.773], [-1.903, 3.500, -1.460], [-2.644, 4.461, -0.767], [-3.191, 5.543, -1.437], [-3.004, 5.688, -2.804], [-2.264, 4.741, -3.500], [-1.719, 3.654, -2.837], [-2.784, 4.348, 0.300], [-3.764, 6.277, -0.887], [-3.432, 6.534, -3.325], [-2.112, 4.848, -4.566], [-1.144, 2.914, -3.376]],
  "forces_ev_per_a": [[0.31, -1.05, 0.02], [0.08, 0.60, -0.18], [-0.08, -0.11, -0.03], [-0.04, -0.04, 0.01], [0.02, 0.03, -0.01], [-0.02, 0.01, 0.01], [-0.01, -0.05, -0.01], [0.01, 0.06, 0.02], [0.03, -0.04, -0.03], [0.00, 0.06, 0.12], [-0.23, 0.00, 0.32], [-0.07, 0.04, -0.08], [0.00, 0.00, -0.01], [0.01, -0.01, 0.00], [0.01, 0.00, 0.00], [0.01, 0.00, 0.00], [-0.01, 0.01, 0.00], [0.02, 0.03, -0.04], [0.03, 0.49, -0.08], [-0.08, -0.04, -0.04], [0.03, -0.03, 0.02], [-0.03, 0.07, -0.04], [0.00, -0.01, 0.00], [0.00, 0.00, 0.01], [0.00, 0.00, -0.01], [0.00, 0.00, -0.01], [0.00, -0.01, 0.02], [0.00, -0.01, 0.00], [0.00, 0.00, 0.00], [0.00, 0.00, 0.00], [0.00, 0.00, 0.00], [0.00, 0.00, 0.00]],
  "lowdin_charge": [0.64, 0.86, -0.56, -0.12, -0.07, -0.03, -0.16, -0.03, -0.06, -0.11, -0.32, -0.22, 0.10, 0.11, 0.12, 0.11, 0.11, 0.08, 0.02, -0.26, -0.11, -0.26, -0.04, -0.09, -0.10, -0.09, -0.04, 0.11, 0.10, 0.10, 0.10, 0.11]
}